# 1
Here is a cluster of 5 separate species, C19H35Cl8N2O2 in total at a distorted geometry from the OMol25 dataset. Energies are from ωB97M-V with the def2-TZVPD basis set.

Values from the calculation:
LUMO level (spin up / spin down) ... 0.32 / -0.55 eV
E ... -4686.3650 Eh
Expectation value of S² ... 0.75
HOMO (spin up / spin down) ... -0.34708 / -0.36989 Ha
Kohn-Sham gap (spin up / spin down) ... 9.8 / 9.5 eV
2S+1 ... 2

Each line ends with the Mulliken spin population.
Element x y z (Å)
C -0.1605 -1.5876 1.4273  0.004
C -0.6418 -1.5627 -0.0791  -0.020
O 0.5675 -1.9267 -0.8693  0.007
C 1.3867 -0.8724 -0.9460  0.000
N 1.9617 -0.0177 -1.4028  0.001
C -1.6631 -2.7156 -0.3414  0.013
C -3.1780 -2.3400 -0.3195  0.041
C -3.8709 -3.3207 -1.3571  -0.001
C -3.8438 -2.7531 1.0520  0.015
N -3.5133 -0.9665 -0.7668  0.306
O -3.3685 -0.9632 -2.0683  0.609
C -2.6588 0.0816 -0.2005  0.003
C -2.8723 0.3101 1.3382  -0.008
C -2.9509 1.5019 -0.8097  0.007
C -1.1267 -0.1521 -0.5179  0.042
H -0.6798 -2.3740 2.0030  -0.001
H 0.9247 -1.7668 1.5125  0.000
H -0.3907 -0.6192 1.9109  -0.001
H -1.4988 -3.5107 0.4135  -0.002
H -1.3847 -3.1833 -1.3097  -0.008
H -4.0293 -4.3177 -0.8912  0.000
H -3.2323 -3.5128 -2.2354  0.000
H -4.8782 -2.9566 -1.6254  -0.001
H -4.0554 -3.8337 1.0974  0.001
H -3.2227 -2.5003 1.9285  0.002
H -4.8290 -2.2415 1.0702  -0.015
H -3.9643 0.4500 1.4972  -0.005
H -2.5319 -0.5333 1.9574  0.000
H -2.4103 1.2607 1.6653  0.001
H -2.0675 2.1540 -0.6827  0.000
H -3.7876 1.9311 -0.2239  -0.001
H -3.2469 1.4653 -1.8699  0.004
H -0.5992 0.6806 -0.0230  0.001
H -1.0625 -0.0757 -1.6231  0.004
Cl -0.4605 4.0206 -1.6454  0.000
C 1.2641 3.7142 -1.9869  0.000
C 2.0979 3.6788 -0.7301  0.000
Cl 2.2225 5.2826 0.0404  0.000
H 1.6112 4.4816 -2.6765  0.000
H 1.3204 2.7499 -2.4914  0.000
H 3.1126 3.3632 -0.9700  0.000
H 1.6893 2.9839 0.0011  0.000
Cl 3.1542 -3.5514 0.4362  0.000
C 3.6275 -3.2271 2.1235  0.000
C 3.4064 -4.4238 3.0162  0.000
Cl 1.6748 -4.7780 3.2475  0.000
H 3.0668 -2.3606 2.4706  0.000
H 4.6852 -2.9653 2.1106  0.000
H 3.8245 -4.2290 4.0037  0.000
H 3.8822 -5.3160 2.6137  0.000
Cl 2.6297 10.0790 4.1068  0.000
C 1.5382 8.7666 3.5948  0.000
C 2.1998 7.8195 2.6229  0.000
Cl 2.5135 8.5837 1.0447  0.000
H 0.6458 9.2189 3.1661  0.000
H 1.2488 8.2262 4.4960  0.000
H 1.5470 6.9665 2.4363  0.000
H 3.1463 7.4460 3.0097  0.000
Cl 3.5890 -4.2779 -5.2178  0.000
C 2.8924 -3.0286 -4.1536  0.000
C 1.4511 -3.3123 -3.8070  0.001
Cl 0.3717 -3.1436 -5.2157  0.000
H 3.0015 -2.0654 -4.6484  0.000
H 3.4936 -3.0160 -3.2443  0.000
H 1.1056 -2.6009 -3.0583  0.000
H 1.3260 -4.3169 -3.4061  0.000

***

# 2
Here is a structure of composition C29H38N4O8W at a distorted geometry from the OMol25 dataset. Energies are from ωB97M-V with the def2-TZVPD basis set.

Values from the calculation:
LUMO level (spin up / spin down) ... -0.66 / -0.94 eV
E ... -2015.8774 Eh
Expectation value of S² ... 2.02
HOMO (spin up / spin down) ... -0.23274 / -0.30403 Ha
Kohn-Sham gap (spin up / spin down) ... 5.7 / 7.3 eV
Energy above the lowest of the compared OMol25 structures with the same formula, charge and spin ... 22.64 kcal/mol
2S+1 ... 3

Each line ends with the Mulliken spin population.
Element x y z (Å)
W 0.5466 0.1043 -0.5639  0.744
C -0.7383 -0.1871 1.5919  -0.017
C 0.5860 -0.0463 2.0337  -0.039
C 1.0601 1.2359 1.5224  0.138
C -0.0800 1.8415 0.8957  -0.062
C -1.1923 0.9805 0.9450  0.073
C -2.6545 1.3108 0.7227  0.016
C -2.8764 2.5626 -0.1259  -0.004
C -3.4188 0.0883 0.1890  0.017
C -3.2042 1.6359 2.1302  0.008
C 2.3568 2.0365 1.7321  -0.062
C 3.5778 1.4125 1.0464  0.021
C 2.1939 3.4576 1.1671  0.000
C 2.6116 2.2329 3.2359  0.001
C 1.1657 -1.1224 2.9599  0.017
C 2.6635 -1.4215 2.8809  -0.001
C 0.8186 -0.6512 4.3907  -0.003
C 0.4217 -2.4540 2.7643  -0.008
H -1.3433 -1.0681 1.7299  0.000
H -0.0791 2.8353 0.4781  -0.006
H -2.4951 2.4935 -1.1403  0.002
H -2.4127 3.4337 0.3399  0.000
H -3.9466 2.7627 -0.1893  0.000
H -2.8100 -0.5448 -0.4586  -0.006
H -4.3239 0.3936 -0.3368  0.000
H -3.7292 -0.5648 1.0066  0.000
H -2.6926 2.4983 2.5592  0.000
H -3.0772 0.7899 2.8063  -0.001
H -4.2697 1.8662 2.0735  -0.001
H 3.4721 1.4173 -0.0370  -0.010
H 3.7536 0.3853 1.3446  0.008
H 4.4607 1.9991 1.3074  0.000
H 2.0081 3.4663 0.0957  0.001
H 3.1237 3.9999 1.3399  0.000
H 1.3982 4.0059 1.6763  0.000
H 2.9175 1.3256 3.7424  -0.001
H 1.7259 2.6248 3.7400  0.001
H 3.4145 2.9605 3.3633  0.001
H 3.2804 -0.5834 3.1809  -0.001
H 2.9655 -1.7411 1.8877  0.004
H 2.8729 -2.2333 3.5794  -0.002
H 1.3148 0.2753 4.6667  0.000
H 1.1269 -1.4239 5.0972  0.000
H -0.2575 -0.5068 4.5021  0.000
H 0.4617 -2.8118 1.7379  0.003
H -0.6205 -2.3892 3.0804  0.002
H 0.8952 -3.2056 3.3957  -0.005
O 1.6618 -1.4157 0.0064  0.108
N 1.3512 -2.6821 -0.3964  0.631
N 0.1220 -2.6617 -0.9165  0.132
O -0.6255 -1.5277 -0.7995  -0.001
C -0.4529 -3.7716 -1.5150  -0.079
C 0.2244 -4.9939 -1.4932  0.090
C -0.3588 -6.0944 -2.0960  -0.034
C -1.6007 -6.0067 -2.7102  0.078
C -2.2643 -4.7869 -2.7224  -0.048
C -1.7022 -3.6682 -2.1325  0.082
H 1.1905 -5.0661 -1.0181  0.023
H 0.1706 -7.0384 -2.0816  -0.002
H -2.0458 -6.8763 -3.1728  0.006
H -3.2319 -4.7008 -3.1995  -0.003
H -2.2167 -2.7205 -2.1448  0.022
O -0.0040 4.1364 -4.9644  0.000
C -1.0671 3.3426 -4.9952  0.000
O -1.9191 3.4292 -5.8387  0.000
C -1.1744 2.3351 -3.9054  0.006
C -2.1943 1.4000 -3.8186  -0.002
N -1.9633 0.6413 -2.7304  -0.005
N -0.8686 1.0627 -2.0791  0.076
C -0.3581 2.0487 -2.8035  -0.007
C 1.0032 2.5041 -2.3296  0.049
O 1.5464 3.4546 -2.8605  0.003
O 1.4559 1.7843 -1.3572  0.038
H 0.6023 3.9321 -4.2111  0.000
H -3.0388 1.2348 -4.4639  0.000
H -2.4926 -0.1313 -2.3631  -0.001
O 3.2905 -0.3032 -2.0468  0.002
C 2.3766 -0.6629 -2.7445  0.013
O 1.0857 -0.5927 -2.4311  -0.003
H 2.5258 -1.0819 -3.7518  -0.004

***

# 3
Here is a cluster of 2 separate species, CH5NSi2 in total at a distorted geometry from the OMol25 dataset. Energies are from ωB97M-V with the def2-TZVPD basis set.

Values from the calculation:
LUMO level (spin up / spin down) ... -1.74 / -1.21 eV
E ... -674.6726 Eh
HOMO (spin up / spin down) ... -0.29322 / -0.31750 Ha
Kohn-Sham gap (spin up / spin down) ... 6.2 / 7.4 eV
Energy above the lowest of the compared OMol25 structures with the same formula, charge and spin ... 67.59 kcal/mol

Each line ends with the natural charge from an NBO analysis.
Element x y z (Å)
C -2.1631 0.1262 0.7093  -0.155
N -2.7944 0.8110 1.3767  -0.299
Si 2.0888 0.6776 0.0038  0.561
Si -1.0816 -1.0619 -0.2505  0.660
H 3.0043 0.0452 0.9536  -0.148
H 2.6704 0.9589 -1.2759  -0.151
H 0.8993 1.3655 0.5358  -0.130
H -1.7386 -2.3500 -0.5478  -0.143
H -0.8852 -0.5726 -1.5050  -0.195

***

# 4
Here is a structure of composition C39H48N6O2P2SeSn from the OMol25 dataset. Energies are from ωB97M-V with the def2-TZVPD basis set.

Values from the calculation:
LUMO level (spin up / spin down) ... -6.88 / -7.00 eV
E ... -5291.9567 Eh
Charge ... +2
HOMO (spin up / spin down) ... -0.47424 / -0.44728 Ha
Kohn-Sham gap (spin up / spin down) ... 6.0 / 5.2 eV
Energy above the lowest of the compared OMol25 structures with the same formula, charge and spin ... 38.75 kcal/mol

Each line ends with the Mulliken charge.
Element x y z (Å)
Sn -0.6506 0.3047 -0.7259  0.929
C -1.0319 -0.4328 3.8765  -1.006
C -1.5610 0.9755 3.5958  0.245
C -1.3029 1.8455 4.8272  -1.730
P -0.8707 1.6464 1.9946  1.152
C -1.9555 3.0541 1.4801  0.914
C -2.7796 3.8096 2.5205  -1.630
C -1.1382 4.0185 0.6225  -1.104
C 0.7558 2.2834 2.5038  0.725
C 0.9336 3.4517 3.2259  -0.640
C 2.1918 3.8382 3.6789  -0.927
C 3.3010 3.0333 3.4312  -1.099
C 3.1596 1.8620 2.7213  -0.834
C 1.8919 1.4686 2.2226  -0.770
N 1.7304 0.4240 1.3720  1.401
C 2.6588 -0.5814 1.2525  -0.477
C 3.2886 -1.1948 2.3454  -0.157
C 4.1319 -2.2716 2.1440  -1.008
C 4.3811 -2.7341 0.8582  -1.047
C 3.7790 -2.1257 -0.2363  -1.299
C 2.9040 -1.0596 -0.0623  0.455
P 2.0592 -0.1665 -1.3977  1.507
C 2.5951 -0.8213 -3.0436  0.579
C 2.1718 -2.2694 -3.3078  -1.339
C 4.0770 -0.6183 -3.3833  -1.472
C 2.5605 1.6108 -1.3364  1.989
C 4.0078 1.8478 -0.9058  -1.270
C 2.2225 2.3164 -2.6538  -1.528
H -1.3519 -0.7552 4.8682  0.582
H 0.0625 -0.4530 3.8727  0.172
H -1.4012 -1.1796 3.1763  0.000
H -2.6405 0.9279 3.4113  0.743
H -0.2428 1.8506 5.0833  0.341
H -1.8441 1.4265 5.6771  0.532
H -1.6282 2.8744 4.7039  0.326
H -2.6563 2.5271 0.8213  0.260
H -2.1611 4.4244 3.1751  0.260
H -3.3844 3.1472 3.1370  0.408
H -3.4645 4.4832 2.0028  0.461
H -0.4799 4.6359 1.2346  0.332
H -1.8005 4.6814 0.0637  0.528
H -0.5057 3.4821 -0.0884  -0.137
H 0.0810 4.0740 3.4612  0.345
H 2.3034 4.7615 4.2312  0.503
H 4.2783 3.3338 3.7841  0.466
H 4.0288 1.2599 2.4962  0.477
H 3.0738 -0.8412 3.3458  0.583
H 4.5991 -2.7547 2.9916  0.442
H 5.0491 -3.5703 0.7032  0.483
H 4.0119 -2.4944 -1.2223  0.257
H 2.0142 -0.1872 -3.7226  0.447
H 2.8714 -2.9858 -2.8816  0.282
H 2.1552 -2.4445 -4.3838  0.540
H 1.1813 -2.4975 -2.9218  0.254
H 4.7378 -1.1268 -2.6823  0.177
H 4.3630 0.4297 -3.4105  0.313
H 4.2670 -1.0337 -4.3744  0.547
H 1.9068 2.0220 -0.5597  -0.776
H 4.7196 1.3774 -1.5819  0.212
H 4.1978 1.4681 0.0965  0.193
H 4.2125 2.9198 -0.9007  0.488
H 2.9847 2.1422 -3.4123  0.296
H 2.1785 3.3927 -2.4828  0.518
H 1.2605 2.0053 -3.0670  0.176
N -0.6099 -1.5699 0.6921  -0.277
C -1.8052 -2.4292 0.9514  -1.078
C -3.0933 -1.6147 1.0412  0.109
C -3.3544 -0.8924 -0.2706  0.316
O -4.0627 -1.3575 -1.1288  -0.598
O -2.6975 0.2546 -0.3985  -0.559
H 0.2250 -2.1445 0.5894  0.210
H -0.4382 -1.0095 1.5280  -0.290
H -1.6444 -2.9854 1.8766  0.563
H -1.8940 -3.1591 0.1492  0.534
H -3.0314 -0.8894 1.8536  -0.187
H -3.9137 -2.3007 1.2444  0.603
Se -5.2701 -0.5810 -7.0602  0.334
N -4.5583 0.8510 -6.2888  -0.872
C -3.7526 0.4185 -5.3551  0.784
C -2.9680 1.2950 -4.4966  0.745
C -2.9762 2.6846 -4.6295  -0.653
C -2.1824 3.4438 -3.7988  -1.411
C -1.4153 2.7984 -2.8365  -0.097
N -1.4120 1.4795 -2.6933  0.154
C -2.1644 0.7246 -3.5114  -0.356
C -2.0721 -0.7323 -3.3521  -0.347
N -1.2657 -1.2116 -2.3831  0.777
C -1.1251 -2.5284 -2.2700  -1.166
C -1.7833 -3.4400 -3.0788  -1.669
C -2.6369 -2.9614 -4.0476  -0.736
C -2.7794 -1.5836 -4.1997  0.652
C -3.6545 -1.0035 -5.2101  0.760
N -4.3818 -1.7193 -6.0271  -0.853
H -3.5994 3.1367 -5.3898  0.578
H -2.1504 4.5209 -3.8782  0.502
H -0.7851 3.3621 -2.1633  0.577
H -0.4466 -2.8747 -1.5017  1.209
H -1.6286 -4.4993 -2.9324  0.561
H -3.1934 -3.6251 -4.6961  0.588

***

# 5
Here is a structure of composition C31H48F15FeNO12 at a distorted geometry from the OMol25 dataset. Energies are from ωB97M-V with the def2-TZVPD basis set.

Values from the calculation:
LUMO level (spin up / spin down) ... 0.08 / 0.00 eV
E ... -4929.2776 Eh
Expectation value of S² ... 6.01
HOMO (spin up / spin down) ... -0.24079 / -0.24261 Ha
Kohn-Sham gap (spin up / spin down) ... 6.6 / 6.6 eV
2S+1 ... 5

Each line ends with the Mulliken spin population.
Element x y z (Å)
Fe -0.5619 -0.3755 -0.6360  3.774
C 2.5504 -0.5365 -3.3615  0.001
C 2.6552 -0.2807 -1.8879  0.001
O 1.4082 -0.4476 -1.2403  0.054
H 1.6541 -0.0656 -3.7650  0.000
H 2.6426 -1.6117 -3.5146  0.001
H 3.4036 -0.1625 -3.9275  0.001
H 2.9786 0.7566 -1.8008  0.001
H 3.4643 -0.8929 -1.4897  0.005
C -3.5161 2.1840 0.4431  0.002
C -3.2647 2.7076 -1.0192  0.003
C -2.8728 4.2298 -0.8630  0.000
C -2.2351 4.9464 -2.0470  -0.001
C -1.1124 4.1564 -2.6718  0.001
C -1.4813 2.5904 -2.8978  -0.008
N -2.0956 2.0801 -1.6410  -0.013
O -2.1402 0.5782 -1.6823  0.122
C -0.1178 1.8688 -3.2182  0.013
C -2.3026 2.4352 -4.1877  0.002
C -4.5596 2.6888 -1.8751  -0.001
H -4.1922 2.8412 0.9900  0.000
H -2.5848 2.1433 1.0081  0.001
H -4.0348 1.2267 0.3901  -0.001
H -2.2017 4.3638 -0.0146  0.000
H -3.7788 4.7907 -0.6336  0.000
H -1.9066 5.9374 -1.7337  0.000
H -2.9300 5.2068 -2.8454  0.000
H -0.2099 4.3239 -2.0839  0.000
H -0.9470 4.7728 -3.5554  0.000
H 0.5041 1.8486 -2.3232  -0.007
H 0.4335 2.4229 -3.9779  0.000
H -0.3264 0.8332 -3.4866  -0.001
H -2.8511 3.3382 -4.4557  0.000
H -3.0353 1.6318 -4.1122  -0.001
H -1.7048 2.2098 -5.0709  0.000
H -4.3269 3.1048 -2.8554  0.000
H -5.3982 3.2719 -1.4947  0.000
H -4.8855 1.6532 -1.9725  0.000
C 4.1885 -3.9028 0.8672  0.000
C 2.8881 -3.1163 0.5442  0.003
O 1.8645 -3.7037 1.2638  -0.001
C 0.5948 -3.2017 1.2619  -0.002
O 0.3071 -2.0744 0.8091  0.047
C -0.4423 -4.1139 1.9376  0.001
F -1.4966 -4.2303 1.0984  0.000
F 0.0665 -5.3477 2.1387  0.000
F -0.8186 -3.5773 3.1072  0.000
H 4.3714 -3.8841 1.9415  0.000
H 5.0842 -3.4637 0.4278  0.000
H 4.0114 -4.9128 0.4976  0.000
H 2.6532 -3.1356 -0.5200  -0.001
H 2.9442 -2.0578 0.7984  -0.003
C 2.7587 3.8015 0.4488  -0.001
C 1.4853 2.8567 0.3936  -0.004
O 1.1567 2.5238 1.7421  0.002
C 0.3949 1.4640 2.0004  0.020
O -0.1781 0.7765 1.1077  -0.041
C 0.2241 1.1390 3.4681  -0.002
F 0.5101 -0.1605 3.6121  0.000
F 1.0980 1.7998 4.2254  0.000
F -1.0083 1.4023 3.8707  0.000
H 2.4920 4.8062 0.7767  0.000
H 3.2139 3.8229 -0.5413  0.000
H 3.5224 3.5027 1.1668  0.000
H 1.7142 1.9906 -0.2274  0.002
H 0.6702 3.4189 -0.0621  -0.001
C 1.4454 -5.8020 -3.3225  0.000
C 0.7886 -4.5027 -2.7157  0.001
O -0.4773 -4.1924 -3.3668  0.001
C -1.1765 -3.0563 -2.8821  -0.010
O -0.8450 -2.4033 -1.8801  0.043
C -2.5234 -2.7278 -3.6396  -0.004
F -2.7351 -3.7322 -4.5196  0.000
F -3.4830 -2.6672 -2.7242  -0.001
F -2.3904 -1.5489 -4.2610  0.000
H 1.9522 -5.6579 -4.2767  0.000
H 0.7035 -6.6005 -3.3333  0.000
H 2.1993 -6.0530 -2.5764  0.000
H 1.5332 -3.7097 -2.7846  0.000
H 0.8335 -4.7716 -1.6603  -0.001
C 4.8769 -0.5521 2.3339  0.000
C 3.5409 0.0642 2.7970  0.001
O 3.4776 0.5220 4.1093  0.000
C 4.0745 1.6325 4.4655  0.000
O 4.5697 2.4320 3.6790  0.000
C 4.0636 1.8830 5.9650  0.000
F 3.5563 0.8990 6.6229  0.000
F 5.3102 2.1494 6.3408  0.000
F 3.3356 2.9536 6.2126  0.000
H 4.7371 -1.0324 1.3655  0.000
H 5.2937 -1.2894 3.0201  0.000
H 5.6352 0.2260 2.2464  0.000
H 2.8105 -0.7439 2.7572  0.000
H 3.3714 0.8685 2.0811  0.000
C -3.5223 -0.0122 4.1062  0.000
C -2.6152 -1.0842 3.5056  0.001
O -3.3865 -1.7999 2.6226  0.000
C -3.2793 -1.7309 1.2503  -0.010
O -2.2899 -1.2521 0.7025  0.015
C -4.3975 -2.4597 0.4027  -0.002
F -3.9887 -3.6225 -0.1040  0.000
F -5.4484 -2.7829 1.1621  0.000
F -4.7277 -1.5473 -0.5952  0.000
H -4.4288 -0.3674 4.5961  0.000
H -3.8388 0.8280 3.4881  0.000
H -2.9533 0.4133 4.9328  0.000
H -2.1995 -1.6835 4.3156  0.000
H -1.7930 -0.6784 2.9160  0.001

***

# 6
Here is a structure of composition CHBeF3NOS2 at a distorted geometry from the OMol25 dataset. Energies are from ωB97M-V with the def2-TZVPD basis set.

Values from the calculation:
LUMO level (spin up / spin down) ... 2.97 / 2.97 eV
E ... -1279.3024 Eh
Charge ... -1
HOMO (spin up / spin down) ... -0.10830 / -0.10832 Ha
Kohn-Sham gap (spin up / spin down) ... 5.9 / 5.9 eV
Energy above the lowest of the compared OMol25 structures with the same formula, charge and spin ... 131.29 kcal/mol

Each line ends with the natural charge from an NBO analysis.
Element x y z (Å)
N 0.7383 0.8352 -1.8062  -0.773
S -0.4621 -0.3651 -2.3308  -0.241
S 0.4313 1.6237 -0.4779  1.192
C 0.1053 -0.4739 0.8969  0.470
F -0.9296 -1.2163 1.3599  -0.414
F 1.0554 -1.3867 0.5931  -0.405
F 0.5758 0.0738 2.0523  -0.406
Be -1.5175 0.3149 -0.5276  1.304
O -0.9240 1.5633 0.3429  -1.142
H -1.5574 1.8341 -1.4123  -0.585